78
Properties=species:S:1:pos:R:3:mulliken_spin:R:1 method="wB97M-V/def2-TZVPD" total_charge=+2 homo_lumo_gap_ev="7.12 / 4.96" relative_energy_kj_mol=0.0 spin_multiplicity=2 energy_ha=-5644.590797
H -1.354 -4.715 0.435 0.0007
H -2.894 3.557 1.537 0.0036
C -4.248 -1.237 -0.347 -0.0065
H 6.945 -1.888 0.473 0.0000
H 0.896 -6.171 3.250 0.0000
H 1.806 -7.034 1.256 0.0000
C 2.270 -0.833 -0.689 0.0176
N 3.510 -0.470 -0.586 -0.0003
H -6.080 -1.708 -2.556 0.0012
H -1.282 3.061 5.467 0.0011
C -4.548 3.670 -2.792 0.0336
C 5.563 -1.689 -1.181 0.0000
C -2.177 3.455 -2.425 0.0714
H -1.162 3.672 -2.737 0.0054
N 1.159 -1.182 -0.783 -0.0255
H 2.532 2.544 -3.819 0.0001
H -4.725 -0.918 -3.412 0.0007
N 0.795 -6.983 1.259 0.0000
C -0.217 2.050 3.901 -0.0084
H -5.372 4.038 -3.391 0.0016
H 0.400 1.755 -2.900 0.0071
C 2.298 2.721 -2.776 -0.0162
H 4.934 0.243 -1.924 0.0000
H -2.984 4.018 3.952 0.0002
S -5.727 -0.317 -0.258 0.0010
C -1.236 2.854 4.405 0.0223
C 6.196 -1.181 0.116 0.0000
C -2.145 3.125 2.191 0.0374
H 0.633 1.152 2.153 -0.0119
H 0.452 -7.931 1.322 0.0000
H 4.512 0.998 0.491 0.0002
H 3.555 4.255 -0.024 0.0010
S -6.333 1.688 1.835 0.0005
H 5.109 -2.672 -1.016 -0.0001
C -3.240 3.926 -3.186 -0.0129
C -4.806 2.952 -1.630 -0.0198
H -3.960 1.943 0.054 0.0100
H 3.262 0.158 1.408 -0.0025
S -3.871 0.043 1.927 -0.0007
H -0.713 -6.485 2.601 0.0000
C 2.873 3.683 -0.642 -0.0054
C 1.096 2.270 -2.243 0.0033
S -3.934 -2.379 -1.637 0.0326
C -1.119 2.327 1.677 0.0811
Ge -0.975 2.073 -0.197 0.0573
H 6.718 -0.237 -0.082 0.0000
N -0.334 -4.749 0.442 -0.0010
Pb -1.122 -0.613 -1.380 0.4663
H -0.011 -5.651 0.079 -0.0002
C -5.069 -1.834 -2.939 0.0000
C -3.749 2.484 -0.860 0.0008
H 1.419 3.476 0.920 0.0026
H 1.200 -4.248 1.789 0.0002
C 4.077 0.020 0.701 0.0024
C 3.185 3.432 -1.972 0.0204
S -1.791 -1.808 0.830 0.0160
C 5.135 -0.952 1.193 -0.0001
C 0.213 -4.701 1.849 -0.0009
C -2.425 2.741 -1.245 0.0568
C 0.758 2.537 -0.907 0.0686
H -0.437 -4.085 2.462 0.0006
H 3.965 -1.086 -2.551 0.0002
C -3.381 -1.059 0.665 0.0098
C -0.161 1.784 2.542 0.0425
H -5.083 -2.644 -3.664 0.0000
C 4.500 -0.724 -1.677 0.0006
C -2.195 3.391 3.555 -0.0076
H -0.009 -3.982 -0.140 0.0027
H 0.529 1.637 4.570 -0.0001
H 4.654 -1.904 1.443 0.0001
C 0.290 -6.144 2.345 -0.0001
H 5.582 -0.561 2.110 0.0000
H -5.826 2.762 -1.316 0.0002
H 4.113 3.807 -2.390 0.0005
C -5.377 0.541 1.220 -0.0013
H 6.317 -1.808 -1.962 0.0002
C 1.666 3.238 -0.108 0.0388
H -3.047 4.501 -4.084 0.0003

=====

52
Properties=species:S:1:pos:R:3:nbo_charge:R:1 method="wB97M-V/def2-TZVPD" total_charge=0 homo_lumo_gap_ev=8.84 relative_energy_kj_mol=25.1 spin_multiplicity=1 energy_ha=-2256.694095
H 0.642 -2.160 -1.307 0.2498
C 5.076 -0.764 0.576 -0.4186
H 4.633 -1.342 1.375 0.2595
H -7.825 -0.137 -0.839 0.1753
C -5.372 0.294 0.509 -0.3240
H 4.235 0.093 -2.704 0.2304
H -2.290 2.211 -0.776 0.2155
O 2.399 -1.735 0.345 -0.5755
H -1.029 2.215 2.009 0.4168
C -0.471 -4.971 0.606 -0.6351
O 2.096 -0.719 -1.631 -0.5126
H 6.137 -0.901 0.444 0.2365
C -7.873 0.942 -0.660 -0.2517
C -2.998 0.715 0.591 -0.0919
H -0.438 -4.526 1.596 0.2271
H -8.676 1.370 -1.258 0.2004
H 0.515 -4.890 0.153 0.2107
C -0.041 -0.246 -0.616 0.2599
H -1.572 -4.690 -1.247 0.1878
C -1.423 -2.026 0.524 0.7918
C -4.391 1.935 -0.944 -0.2502
C -3.148 1.666 -0.413 -0.1870
H 4.874 -1.532 -2.430 0.2210
Cl 3.204 1.205 1.329 0.0318
Cl 5.583 1.878 -0.184 0.0232
C -4.120 0.038 1.041 -0.1262
H 1.046 1.351 -1.320 0.4268
C -0.965 -0.655 0.276 -0.2135
C 0.053 2.000 0.339 0.7892
N 0.314 1.080 -0.676 -0.6365
H -1.765 -0.063 2.157 0.2392
O 0.582 3.088 0.342 -0.6277
H -4.517 2.675 -1.717 0.2242
C -1.631 0.381 1.164 -0.0628
H -2.486 -4.283 0.239 0.2019
C 4.224 -0.536 -0.652 -0.1951
C 2.824 -1.077 -0.565 0.8161
O -2.029 -2.348 1.520 -0.6179
C 4.510 0.591 0.318 -0.0571
H -6.221 -0.254 0.885 0.2183
C -1.506 -4.253 -0.248 -0.0730
H 5.840 -0.114 -1.996 0.2293
C -5.519 1.250 -0.490 0.3025
O -1.143 -2.888 -0.469 -0.5213
C 4.833 -0.519 -2.034 -0.5988
O -6.697 1.589 -1.082 -0.4917
H -0.737 -6.020 0.698 0.2155
H -4.013 -0.713 1.810 0.2200
C 0.722 -1.109 -1.588 -0.1296
H -8.075 1.126 0.400 0.1762
H 0.345 -0.963 -2.603 0.2157
N -0.782 1.547 1.295 -0.6144

=====

92
Properties=species:S:1:pos:R:3:lowdin_charge:R:1 method="wB97M-V/def2-TZVPD" total_charge=+1 homo_lumo_gap_ev=7.73 spin_multiplicity=1 energy_ha=-2047.911920
C -1.345 -1.982 4.377 -0.4895
H 2.085 -3.382 -5.019 0.0973
C -5.551 -0.548 -0.491 -0.0325
C -0.499 1.799 0.928 -0.2100
H -6.637 -0.785 -0.771 0.1031
O -3.322 2.592 2.346 -0.1706
H -3.130 -0.441 2.378 0.0835
H 7.863 -1.670 0.286 0.0941
C 3.375 0.014 -3.999 -0.1980
C -0.408 -0.803 4.379 -0.0154
O -4.762 4.217 6.145 0.0495
H 0.479 -1.031 3.784 0.0810
H -2.442 0.719 -2.093 0.1034
H -0.912 0.061 3.938 0.0725
C -3.110 0.336 -1.256 -0.0152
H -3.164 -3.448 -9.124 0.0893
C -2.570 3.232 1.271 -0.1243
H 2.767 1.697 -0.911 0.1177
H 7.588 0.048 0.717 0.0903
C -3.474 -0.319 1.291 0.0428
H 1.543 0.661 -7.268 0.0956
C 0.805 -1.964 -1.605 -0.0849
O 5.764 -1.635 2.540 0.0455
H 0.288 -2.743 -2.286 0.0967
H -3.102 -1.908 -8.211 0.0864
H 3.086 -0.026 1.526 0.1364
N 0.967 1.702 1.015 0.1723
C 3.459 0.875 -0.485 -0.0767
H 3.531 -2.151 -3.114 0.0833
H -1.787 -2.346 -9.319 0.0859
C -4.395 5.300 6.563 -0.4922
O -2.475 -1.892 3.931 0.0415
H 0.223 -2.349 0.519 0.1387
H -1.190 -2.049 -0.607 0.1277
C 6.892 -1.362 2.168 -0.4983
H -5.205 6.564 8.087 0.0899
C 7.170 -0.961 0.744 -0.0204
C 8.061 -1.412 3.116 -0.0247
C 1.692 -1.440 -6.256 -0.0648
H 4.272 1.438 0.116 0.1392
C 2.648 -0.163 0.465 -0.0749
H 1.759 -2.501 -1.228 0.0797
C 1.963 0.085 -6.363 -0.0692
H -2.339 4.822 6.257 0.0801
H -4.007 3.114 4.090 0.1104
N -0.102 -0.268 0.164 -0.0139
H 8.519 -0.424 3.193 0.0870
C -2.626 -4.046 -6.393 -0.0230
H 5.069 1.085 -3.382 0.1408
N -1.133 0.626 0.412 0.0384
H 2.777 -1.254 0.165 0.1069
C 4.228 0.148 -1.698 -0.3460
C -2.515 -2.739 -8.606 -0.0207
H -1.612 -4.037 4.881 0.0879
H 7.713 -1.715 4.105 0.0837
H -4.939 0.114 -2.681 0.0976
H -2.737 6.533 6.004 0.0886
O 4.869 -0.894 -1.417 0.0360
C -2.934 5.659 6.629 -0.0219
H -6.396 5.938 6.930 0.0863
C -0.831 -3.276 4.948 -0.0163
H 8.794 -2.141 2.764 0.0884
H -0.564 -3.140 5.998 0.0919
H 1.134 -1.030 -2.178 0.0792
C -4.957 -0.697 0.937 -0.0285
H -2.724 4.355 1.393 0.1548
O -3.460 3.493 3.364 -0.0540
H -5.666 -1.064 1.765 0.1059
H 1.063 -2.033 -7.035 0.0761
H -0.506 3.667 1.692 0.1724
C -4.571 -0.031 -1.604 -0.0516
C 1.141 0.351 0.519 -0.1427
H 6.236 -0.970 0.178 0.0414
C 2.277 -2.251 -5.056 -0.0508
H -1.971 -4.511 -5.653 0.0818
C -1.790 -3.433 -7.484 -0.4918
H -0.123 -0.556 5.403 0.0933
C 2.779 0.781 -5.240 -0.0182
C -2.515 0.213 0.170 -0.1765
H -2.972 2.916 0.248 0.1458
N -1.121 2.919 1.316 0.1020
N 4.147 0.799 -3.019 0.0362
H -3.280 -4.813 -6.812 0.0888
H 2.968 1.902 -5.337 0.0898
C -5.383 6.332 7.035 -0.0194
H -3.218 -3.273 -5.899 0.0838
H -2.647 5.861 7.663 0.0893
H 0.037 -3.615 4.378 0.0882
C 3.112 -1.510 -3.954 -0.0411
O -0.574 -3.496 -7.460 0.0378
C -0.150 -1.669 -0.341 -0.1452
H -5.295 7.236 6.428 0.0893

=====

133
Properties=species:S:1:pos:R:3:mulliken_spin:R:1 method="wB97M-V/def2-TZVPD" total_charge=0 homo_lumo_gap_ev="8.65 / 8.68" spin_multiplicity=2 energy_ha=-2807.482852
H 0.571 4.042 -3.514 0.0001
C 0.885 1.314 -2.750 -0.0002
H 1.918 -1.046 -1.894 -0.0004
H 2.850 0.457 -10.244 0.0000
C 2.349 1.852 -2.513 0.0157
Si 2.932 1.009 -7.745 0.0000
H 4.182 2.739 -4.625 -0.0011
C -4.704 -3.169 9.838 0.0000
H 1.901 -1.160 -8.321 0.0000
C -3.326 -1.795 4.407 0.0000
C 1.678 -0.401 -7.508 0.0000
H 5.109 -5.090 -1.498 0.0000
C -2.860 -0.469 7.017 0.0000
H -5.316 -6.319 9.726 0.0000
C -3.226 -3.281 10.106 0.0000
O 0.052 8.593 1.251 0.0001
H -4.925 -7.122 1.270 0.0000
H 2.079 7.104 -1.847 -0.0005
C -1.275 -2.503 0.405 -0.0002
H 1.829 -0.959 -6.539 0.0000
H -8.322 -6.730 1.410 0.0000
H 4.422 4.624 -2.996 0.0008
C -0.365 7.854 2.131 0.0011
H 0.484 6.742 -2.706 -0.0003
C -5.050 -5.587 10.491 0.0000
H 0.313 5.941 2.821 -0.0003
C 3.151 3.211 -4.654 0.0056
H 5.465 0.776 -7.948 0.0000
C -0.189 4.488 -1.169 -0.0024
H -2.854 -4.911 -1.739 0.0000
H -2.783 -4.034 9.454 0.0000
H 5.470 5.726 -0.927 0.0011
O -5.220 -2.130 9.451 0.0000
H 1.901 5.219 -3.691 -0.0025
H -8.123 -5.381 2.550 0.0000
H -2.579 -0.180 8.027 0.0000
H -0.297 3.377 -1.184 0.0084
H -2.227 -3.322 5.394 0.0000
H -3.980 -5.631 10.674 0.0000
H 4.135 6.486 0.065 -0.0091
H 2.039 -2.025 0.230 0.0000
H 5.384 -3.880 -2.759 0.0000
H -3.249 -3.560 0.447 0.0000
H 4.162 2.590 0.023 0.0046
C -0.032 -2.373 -0.374 0.0001
H 3.045 1.110 -3.017 0.0012
C 0.196 -3.160 -1.609 0.0001
H -4.175 -2.438 4.168 0.0000
H -0.600 -4.637 -3.073 0.0000
H 4.673 -0.807 -7.481 0.0000
C 4.652 0.314 -7.316 0.0000
C 3.633 4.547 -0.947 -0.0030
H 4.717 3.027 -2.220 0.0001
C 2.262 2.274 -5.545 0.0019
C -2.344 -1.857 6.735 0.0000
H 2.597 1.762 -1.415 -0.0078
H -7.519 -4.701 0.255 0.0000
H 0.461 6.896 -0.919 -0.0088
H 2.809 -7.868 -2.868 0.0000
H -3.684 -0.796 4.643 0.0000
H 0.089 2.094 -2.838 -0.0028
H 0.614 -0.084 -7.661 0.0000
H 1.155 2.377 -5.358 0.0005
N -1.700 7.786 2.388 0.0000
C 4.395 3.684 0.175 -0.0002
N 2.213 4.593 -0.541 0.4041
C 3.094 -7.135 -2.111 0.0000
C 4.367 5.969 -0.908 0.0189
H -6.450 -4.129 9.840 0.0000
H -0.874 4.879 -1.984 -0.0010
H 4.153 6.596 -1.811 0.0002
H 0.932 -0.782 0.946 0.0004
H -2.421 0.244 6.316 0.0000
H 1.154 -3.015 -2.175 0.0000
H -3.088 6.324 2.869 0.0000
H 0.899 0.711 -3.706 -0.0003
H -0.467 -0.236 -2.020 -0.0002
C -4.676 -6.064 1.370 0.0000
H 3.888 1.931 -9.944 0.0000
C 1.547 4.360 -3.041 0.0205
C -0.816 -4.098 -2.121 0.0000
H -0.029 0.921 -0.706 -0.0022
C 0.556 6.996 2.959 -0.0015
H 5.495 3.778 -0.074 -0.0010
H -4.724 -5.763 2.419 0.0000
N 1.505 -0.521 -1.124 -0.0023
H -5.585 -5.825 11.412 0.0000
H -6.887 -6.654 2.455 0.0000
N -6.947 -5.285 0.846 0.0000
N -5.472 -4.276 10.039 0.0000
H -2.927 7.640 4.053 0.0000
H -3.658 -5.913 1.014 0.0000
H 1.682 -5.675 -2.733 0.0000
H -0.541 4.966 -0.219 0.0006
H 4.167 -7.182 -1.952 0.0000
C 1.271 4.980 -1.605 -0.0089
O 2.536 2.466 -6.955 0.0002
H -3.948 -0.451 6.942 0.0000
C 2.691 3.264 -3.122 -0.0137
H -2.658 -1.748 3.546 0.0000
O -1.497 -1.750 1.560 -0.0001
H 2.077 2.047 -9.905 0.0000
H 4.879 0.452 -6.219 0.0000
C -7.596 -6.065 1.882 0.0000
H 2.503 1.185 -5.317 -0.0002
C -2.288 -3.453 -0.113 0.0000
H 1.583 7.159 2.638 0.0009
C 0.407 0.342 -1.574 0.0098
H 0.475 7.268 4.014 0.0001
N -2.601 -2.393 5.513 0.0000
H -0.966 -0.933 1.482 0.0000
H 2.579 -7.369 -1.178 0.0000
H 4.163 4.030 1.214 0.0003
O -5.231 -4.513 -0.367 0.0000
C -5.621 -5.227 0.546 0.0000
C 2.953 1.399 -9.629 0.0000
H -2.255 8.386 1.797 0.0000
N 2.666 -5.824 -2.556 0.0000
H -2.750 -2.326 9.902 0.0000
H -3.053 -3.538 11.154 0.0000
C 3.429 -4.723 -2.777 0.0000
O -1.714 -2.497 7.566 0.0000
C 4.912 -4.836 -2.541 0.0000
H 3.190 4.227 -5.130 -0.0005
C -2.065 -4.216 -1.351 0.0000
H 5.341 -5.592 -3.201 0.0000
C 1.143 -1.374 0.017 0.0000
O 2.906 -3.682 -3.155 0.0000
C -2.379 6.977 3.381 0.0000
O 1.828 3.588 0.180 0.5423
H -1.686 6.372 3.959 0.0000
C 3.946 3.839 -2.328 0.0115
C 1.104 6.563 -1.785 0.0204

=====

24
Properties=species:S:1:pos:R:3:nbo_charge:R:1 method="wB97M-V/def2-TZVPD" total_charge=0 homo_lumo_gap_ev=7.53 relative_energy_kj_mol=497.5 spin_multiplicity=1 energy_ha=-497.572765
C -1.051 -0.092 -0.954 -0.0228
H 2.955 0.588 1.757 0.2078
N -0.820 -1.310 -0.210 -0.2868
C -1.867 -0.417 -2.204 -0.5934
H -1.718 1.382 2.045 0.2214
C -1.782 0.878 -0.026 -0.1626
C 1.934 0.503 2.124 -0.5925
H 0.261 1.255 -2.155 0.2165
H -1.280 -1.036 -2.880 0.2123
C 1.008 0.037 1.002 -0.0226
H 0.442 -2.917 -0.598 0.2211
H 1.609 1.473 2.495 0.2134
C 0.395 -1.913 -0.194 -0.0596
H -2.556 1.530 -0.390 0.2189
H 1.997 1.458 -0.404 0.2150
C 0.182 0.731 -1.213 -0.1810
C -1.295 0.826 1.217 -0.0633
H -2.155 0.498 -2.718 0.2080
H -2.759 -0.966 -1.914 0.2287
C 1.409 -1.332 0.455 -0.1706
N -0.337 -0.084 1.520 -0.2854
H 1.899 -0.213 2.942 0.2271
C 1.123 0.837 -0.268 -0.1701
H 2.406 -1.716 0.573 0.2205

=====

98
Properties=species:S:1:pos:R:3:mulliken_spin:R:1 method="wB97M-V/def2-TZVPD" total_charge=+2 homo_lumo_gap_ev="7.30 / 4.72" relative_energy_kj_mol=189.2 spin_multiplicity=6 energy_ha=-4444.726107
C -2.471 2.472 0.009 0.0325
C -4.843 -3.639 -1.334 -0.0186
H 5.269 -3.515 1.057 0.0008
N -0.074 2.110 3.223 -0.0024
H 1.163 4.379 -5.141 0.0004
H -5.462 -5.674 -1.403 0.0010
H 4.673 3.514 3.549 0.0002
H -1.050 -0.098 5.158 0.0006
C -2.483 1.305 -3.716 0.0155
H -3.995 1.006 -5.204 0.0002
H 0.019 4.396 5.732 0.0004
C -1.067 4.337 -0.607 0.0348
H -5.825 -3.229 -1.529 -0.0001
C 2.741 2.910 -5.087 0.0340
C 4.032 2.627 -5.497 0.0019
C -3.348 -5.517 -1.037 0.0010
C -1.369 2.978 -0.681 -0.0046
C 4.649 2.173 -2.319 0.0195
N 0.307 2.653 2.021 0.0101
H -0.577 4.094 -3.417 -0.0011
C -2.481 -3.269 -0.906 0.0565
C 1.225 2.203 -2.213 0.5772
C 5.647 -0.344 -2.930 0.0037
Ir 0.289 0.138 -0.055 2.1706
C -2.089 3.789 -4.904 0.0092
C -1.375 -2.357 -0.683 -0.0425
C 4.090 3.884 1.518 0.0069
C 2.994 1.350 1.567 0.0411
H 1.211 3.105 2.120 -0.0001
H -1.955 4.766 -5.349 0.0009
H 3.625 1.268 3.616 0.0004
C -3.039 2.911 -5.417 0.0012
H -2.680 1.408 -0.030 0.0022
N -0.550 1.886 5.347 0.0045
N 0.833 -2.136 -0.168 0.1301
C -3.284 3.322 0.742 0.0045
C 4.202 -3.505 1.270 0.0029
C -1.322 3.417 -3.817 0.0233
H 4.261 3.164 -2.129 -0.0031
P -0.503 1.771 -1.750 0.2334
C 4.742 3.627 -6.156 0.0037
O -1.517 -1.103 -0.803 0.1886
H 2.536 0.373 1.594 -0.0007
H -0.205 4.727 -1.138 0.0000
C 2.188 4.145 -5.390 0.0006
C 1.895 -2.807 0.254 0.0901
C 3.900 1.041 -2.012 0.0805
H -0.374 3.350 1.732 0.0057
C 4.167 3.123 2.676 0.0028
C -3.242 1.681 -4.818 0.0042
H 3.407 3.999 -0.503 0.0006
C -0.443 0.815 3.370 0.0264
N -0.727 0.722 4.671 0.0189
C 6.410 0.785 -3.192 -0.0024
H 4.483 1.660 -5.331 -0.0066
N -0.205 -2.933 -0.327 0.4566
H -3.612 5.348 1.380 0.0005
H -1.623 6.231 0.226 0.0003
O -4.021 -1.445 -1.249 0.0262
C 3.523 -4.779 0.829 -0.0030
H -3.624 3.196 -6.281 0.0002
S -0.537 -0.451 2.258 0.1094
C -1.510 2.164 -3.229 0.0220
H 4.512 4.880 1.504 0.0001
N 4.227 4.818 -6.420 -0.0008
Te 1.457 1.423 -4.230 0.0679
C -4.629 -4.996 -1.269 0.0323
H -0.434 4.799 4.067 -0.0008
C -1.866 5.179 0.156 0.0081
C 0.188 4.152 4.687 0.0025
H 7.387 0.685 -3.645 -0.0001
C 2.950 2.087 0.379 0.0047
H 1.237 4.342 4.450 -0.0004
C 2.978 5.074 -6.060 0.0020
H 3.676 -5.582 1.547 0.0006
S 3.474 -2.125 0.325 0.1013
C 4.400 -0.218 -2.337 -0.0032
H 6.023 -1.326 -3.184 0.0002
C 5.904 2.042 -2.892 0.0072
C 3.484 3.375 0.377 -0.0081
P 2.309 1.204 -1.111 0.2280
C -0.150 2.731 4.463 -0.0041
C 3.596 1.858 2.708 0.0097
H -3.194 -6.586 -1.000 0.0006
H 6.485 2.928 -3.113 0.0005
H 3.802 -1.095 -2.136 0.0080
C -2.979 4.676 0.816 0.0072
H 5.760 3.457 -6.488 0.0001
H -2.642 0.342 -3.244 0.0019
H 2.585 6.049 -6.325 0.0002
H 4.043 -3.297 2.327 0.0054
H 3.854 -5.105 -0.156 0.0043
S 1.732 -4.468 0.726 0.0988
H -3.180 -0.971 -1.121 -0.0044
C -3.778 -2.754 -1.163 0.0377
H -1.298 -5.048 -0.679 0.0001
H -4.158 2.936 1.250 -0.0001
C -2.291 -4.665 -0.857 0.0190

=====

8
Properties=species:S:1:pos:R:3:nbo_charge:R:1 method="wB97M-V/def2-TZVPD" total_charge=-1 homo_lumo_gap_ev=7.45 relative_energy_kj_mol=213.7 spin_multiplicity=1 energy_ha=-241.786791
H 0.631 -0.782 1.317 0.3084
N 0.815 -0.913 0.343 -0.7501
N -0.602 1.060 0.203 -0.8093
O 0.298 -0.038 -1.640 -0.8216
H -1.095 1.387 -0.719 0.3510
H 0.106 -1.583 -0.057 0.3118
H -1.177 0.313 0.667 0.2938
N 0.660 0.376 -0.398 0.1161